145
Properties=species:S:1:pos:R:3:mulliken_charge:R:1 method="wB97M-V/def2-TZVPD" lumo_energy_ha=-0.153 homo_ev=-10.4 energy_ha=-4813.466392 charge=+1 homo_lumo_gap_ev=6.2
C -3.76811 4.49793 2.46935 -1.231
C -3.35677 4.09259 1.07469 0.808
F -2.90798 5.22663 0.39489 -0.431
C -4.46605 3.49560 0.19566 -1.565
C -4.59158 1.99996 0.28203 0.348
C -5.69369 1.36016 0.89783 0.499
C -6.86473 2.08163 1.52851 -0.136
C -7.95628 2.39425 0.50494 -1.404
F -6.45908 3.22497 2.18398 -0.228
C -5.76197 -0.01585 0.93025 -0.697
C -4.74935 -0.78019 0.39816 -0.006
O -4.74887 -2.09860 0.40801 -0.706
B -5.24258 -2.78837 1.57779 0.775
O -4.39357 -2.98259 2.61117 -0.427
O -6.57546 -3.07783 1.60318 -0.519
N -3.70128 -0.17532 -0.19010 0.265
C -2.62229 -1.00519 -0.72265 0.016
C -1.41273 -0.94399 0.20688 0.807
O -1.55253 -0.77668 1.38023 -0.544
O -0.22196 -1.11646 -0.36814 -0.283
C -3.62011 1.19907 -0.26230 0.736
S -2.18113 1.87046 -1.03578 -0.075
C -2.84282 2.44105 -2.63726 -0.378
C -1.81631 2.09903 -3.69745 0.009
O -0.69276 2.48821 -3.62400 -0.479
O -2.25866 1.35779 -4.74758 -0.321
C -2.77324 0.06375 -4.41873 -0.017
C -2.55383 -0.89157 -5.56675 0.201
C -2.71777 -0.26960 -6.94955 -1.403
O -1.23411 -1.44230 -5.35669 -0.347
C -1.11050 -2.77351 -5.49277 0.462
O -1.60026 -3.38307 -6.40206 -0.598
C -0.32896 -3.48614 -4.41143 -0.466
S 0.80309 -2.43284 -3.45522 -0.198
H -4.53682 5.26445 2.39947 0.379
H -4.17307 3.63386 2.98996 0.292
H -2.89442 4.88295 2.97595 0.108
H -2.51408 3.40287 1.12456 0.331
H -5.41160 3.98329 0.39794 0.770
H -4.21173 3.75597 -0.83145 0.256
H -7.26875 1.41265 2.28831 0.519
H -7.54660 2.51201 -0.49528 0.373
H -8.46619 3.30183 0.81309 0.405
H -8.66996 1.57510 0.48124 0.419
H -6.60797 -0.50891 1.38704 0.678
H -3.83615 -3.76506 2.57410 0.317
H -6.84520 -3.87233 1.13313 0.328
H -2.36583 -0.67911 -1.71947 -0.957
H -2.95211 -2.03657 -0.76676 0.753
H -0.26710 -1.17394 -1.33525 0.086
H -3.81653 2.00610 -2.84336 0.556
H -2.95763 3.52257 -2.62036 0.557
H -3.83443 0.13308 -4.16146 0.323
H -2.22266 -0.33127 -3.56691 -0.341
H -3.26736 -1.70913 -5.45759 0.495
H -3.16639 0.71704 -6.89236 0.416
H -3.35327 -0.89686 -7.56727 0.305
H -1.74469 -0.19347 -7.42246 0.309
H -1.04030 -3.95776 -3.73895 0.308
H 0.23643 -4.26947 -4.90515 0.386
H 0.65085 -3.04047 -2.27442 0.152
F -2.17236 6.33654 4.50873 -0.259
C -0.95145 6.27034 5.09654 0.658
C -0.54685 7.28743 5.93353 -0.675
C 0.70804 7.19236 6.52106 -0.386
C 1.52949 6.10298 6.26048 -0.650
C 1.09249 5.09522 5.41247 -0.201
C -0.16066 5.17417 4.82485 -0.516
H -1.19946 8.13013 6.11630 0.422
H 1.04510 7.97692 7.18470 0.378
H 2.50526 6.03623 6.71753 0.338
H 1.72783 4.24621 5.20451 0.405
H -0.52383 4.39765 4.16445 0.439
F -8.84609 4.02747 8.62333 -0.316
C -8.39753 4.20188 7.36763 0.368
C -7.52904 5.24346 7.10771 -0.449
C -7.06912 5.41503 5.81065 -0.457
C -7.48163 4.55629 4.80018 -0.345
C -8.35865 3.52091 5.09051 -0.258
C -8.82333 3.33197 6.38390 -0.547
H -7.22521 5.90140 7.91017 0.426
H -6.38305 6.22171 5.58995 0.390
H -7.12577 4.70359 3.79379 0.422
H -8.69172 2.85327 4.30511 0.306
H -9.50412 2.53004 6.63445 0.426
F 3.99696 4.22140 6.14804 -0.263
C 5.34479 4.37827 6.19898 0.176
C 5.92789 5.36754 5.43783 -0.080
C 7.30488 5.52136 5.48915 -0.474
C 8.07127 4.68553 6.28875 -0.597
C 7.45745 3.69546 7.04296 -0.442
C 6.08004 3.53715 7.00627 -0.326
H 5.31149 6.00339 4.81577 0.438
H 7.77830 6.29695 4.90301 0.378
H 9.14516 4.80640 6.32514 0.400
H 8.05197 3.04074 7.66542 0.377
H 5.58043 2.77617 7.59064 0.416
F -5.09439 -5.46101 -11.24697 -0.311
C -4.03720 -5.84262 -10.50159 0.447
C -3.71992 -5.11104 -9.37530 -0.607
C -2.63356 -5.50553 -8.60669 0.029
C -1.88522 -6.61457 -8.97932 -0.692
C -2.22404 -7.33148 -10.11893 -0.230
C -3.31149 -6.94964 -10.89118 -0.570
H -4.31662 -4.24759 -9.11294 0.415
H -2.37462 -4.94590 -7.72096 0.415
H -1.03638 -6.91941 -8.38189 0.379
H -1.63948 -8.19303 -10.41216 0.367
H -3.59750 -7.49516 -11.77990 0.419
F 6.69297 2.75364 3.79727 -0.166
C 5.82930 1.89773 3.21853 0.268
C 4.48579 1.99908 3.52138 0.082
C 3.60283 1.11635 2.91565 -0.511
C 4.06647 0.15374 2.02972 -0.713
C 5.42271 0.07290 1.74571 -0.296
C 6.31772 0.95007 2.34109 -0.648
H 4.14468 2.75363 4.21650 0.273
H 2.54593 1.18321 3.13852 0.402
H 3.37457 -0.53477 1.56347 0.491
H 5.78632 -0.68083 1.05969 0.399
H 7.37779 0.90853 2.13077 0.439
F 4.71563 -3.57996 1.05245 -0.317
C 5.95342 -4.08949 0.84429 0.341
C 6.90090 -3.95470 1.83769 -0.414
C 8.16679 -4.47899 1.61830 -0.326
C 8.46552 -5.11635 0.42208 -0.641
C 7.49436 -5.23449 -0.56192 0.097
C 6.22198 -4.71946 -0.35328 -0.696
H 6.64638 -3.44905 2.75958 0.474
H 8.92158 -4.38809 2.38760 0.375
H 9.45380 -5.52183 0.25400 0.407
H 7.72827 -5.72615 -1.49165 0.289
H 5.44625 -4.80438 -1.10265 0.417
F 9.36374 -7.05549 -2.33344 -0.267
C 9.57789 -7.15746 -3.66615 0.698
C 8.75464 -6.46192 -4.52730 -0.398
C 8.98416 -6.57004 -5.89135 -0.319
C 10.01610 -7.36580 -6.36822 -0.618
C 10.82641 -8.05561 -5.47715 -0.317
C 10.61309 -7.95287 -4.11032 -0.634
H 7.95393 -5.84964 -4.13484 0.370
H 8.35359 -6.02819 -6.58312 0.346
H 10.18899 -7.44750 -7.43241 0.368
H 11.62999 -8.67848 -5.84555 0.357
H 11.23474 -8.47626 -3.39698 0.412